{"formula": "C34H43AsOSSb2Y", "method": "ωB97M-V/def2-TZVPD", "e_lumo_ha": -0.3292, "relative_energy_kj_mol": 126.5, "fmax_ev_per_a": 0.9, "gap_ev": 6.9, "charge": 3, "species": ["Y", "C", "Sb", "C", "C", "C", "C", "C", "C", "C", "C", "C", "Sb", "C", "C", "H", "H", "H", "H", "H", "H", "H", "H", "H", "H", "H", "H", "H", "H", "H", "H", "H", "H", "H", "H", "C", "C", "C", "C", "C", "C", "As", "C", "C", "C", "C", "C", "C", "C", "C", "C", "C", "C", "C", "H", "H", "H", "H", "H", "H", "H", "H", "H", "H", "H", "H", "H", "H", "H", "O", "S", "C", "C", "C", "C", "H", "H", "H", "H", "H", "H", "H", "H"], "coordinates": [[-0.22785, 0.57586, -0.93876], [3.76617, -2.17994, 0.33487], [1.99606, -1.07047, 0.71733], [2.60955, 0.00822, 2.44212], [0.59147, -2.49509, 1.54528], [0.25623, -3.59790, 0.56862], [1.26332, -4.52094, 0.26465], [1.04797, -5.59986, -0.57217], [-0.20829, -5.78528, -1.13535], [-1.21711, -4.88841, -0.84184], [-1.01214, -3.78899, -0.00068], [-2.19455, -2.90416, 0.27896], [-2.52964, -1.48932, -1.31640], [-4.56302, -0.93669, -1.05681], [-2.57308, -2.74070, -3.02356], [3.83998, -2.92985, 1.11903], [4.60103, -1.48616, 0.41488], [3.76518, -2.65556, -0.64098], [2.67540, -0.66044, 3.29915], [1.92431, 0.82053, 2.65944], [3.59448, 0.42908, 2.23971], [-0.27425, -1.91667, 1.86880], [1.04482, -2.90528, 2.44981], [2.22982, -4.42289, 0.74325], [1.84126, -6.31309, -0.75196], [-0.40644, -6.63824, -1.77025], [-2.20696, -5.06168, -1.24853], [-2.10841, -2.34495, 1.20529], [-3.11008, -3.49475, 0.33517], [-5.18510, -1.73696, -1.45367], [-4.78212, -0.01229, -1.58522], [-4.77192, -0.81018, 0.00410], [-3.33669, -3.49913, -2.86125], [-1.60580, -3.21734, -3.16082], [-2.83625, -2.15173, -3.90008], [-3.46101, 6.38660, 2.02141], [-2.39711, 6.58755, 1.15129], [-1.57974, 5.52496, 0.79841], [-1.83894, 4.26472, 1.32911], [-2.90661, 4.05122, 2.19215], [-3.71793, 5.12354, 2.53614], [-0.64560, 2.83055, 0.86769], [-0.92815, 1.52658, 2.26763], [-0.33252, 1.56770, 3.52631], [-0.73471, 0.67536, 4.50800], [-1.75003, -0.24364, 4.25304], [-2.36290, -0.27996, 3.01036], [-1.93872, 0.59496, 2.01324], [1.14953, 3.49455, 0.99643], [1.58548, 4.29281, 2.05107], [2.89096, 4.76191, 2.06411], [3.75967, 4.44995, 1.02455], [3.33089, 3.66452, -0.03706], [2.02493, 3.19613, -0.04604], [-4.09105, 7.21995, 2.30160], [-2.20269, 7.57215, 0.74829], [-0.74831, 5.68978, 0.12286], [-3.11289, 3.07190, 2.60542], [-4.54784, 4.97190, 3.21294], [0.43092, 2.30252, 3.75029], [-0.27834, 0.71321, 5.48853], [-2.07876, -0.91287, 5.03714], [-3.18603, -0.96111, 2.83601], [-2.49452, 0.62616, 1.07218], [0.90646, 4.56702, 2.84979], [3.22995, 5.38450, 2.88126], [4.76854, 4.84042, 1.03126], [4.00072, 3.44680, -0.85807], [1.69517, 2.62785, -0.92156], [0.81627, -0.16512, -2.61242], [1.86701, -0.07437, -3.78893], [2.80464, -1.62335, -3.63497], [2.66593, -2.33220, -4.98199], [1.22140, -2.11333, -5.41998], [0.97037, -0.61611, -5.26813], [2.29094, -2.16649, -2.83727], [3.82270, -1.38586, -3.33352], [2.91829, -3.38553, -4.86905], [3.35832, -1.90736, -5.71076], [0.53802, -2.68018, -4.78432], [1.05025, -2.41974, -6.45051], [-0.06620, -0.30467, -5.14211], [1.40586, -0.03462, -6.08391]], "lowdin_charge": [1.149, -0.271, 1.351, -0.276, -0.298, -0.282, -0.058, -0.049, -0.048, -0.059, -0.286, -0.289, 1.324, -0.278, -0.279, 0.027, 0.025, 0.004, 0.034, -0.032, 0.022, 0.023, 0.088, 0.101, 0.120, 0.121, 0.117, 0.022, 0.088, 0.030, 0.017, 0.016, 0.032, 0.001, 0.021, -0.038, -0.048, -0.107, -0.390, -0.095, -0.048, 1.251, -0.437, -0.093, -0.024, -0.027, -0.077, -0.199, -0.419, -0.086, -0.031, -0.034, -0.059, -0.166, 0.123, 0.121, 0.108, 0.099, 0.120, 0.107, 0.128, 0.127, 0.118, 0.060, 0.118, 0.126, 0.125, 0.117, 0.050, -0.803, 1.087, -0.287, -0.198, -0.201, -0.282, 0.093, 0.104, 0.136, 0.133, 0.113, 0.137, 0.104, 0.114]}

{"formula": "C30H74O21S4", "method": "ωB97M-V/def2-TZVPD", "e_lumo_ha": 0.0020, "relative_energy_kj_mol": 108.4, "fmax_ev_per_a": 1.9, "gap_ev": 9.2, "charge": 0, "smiles": "CCOS(C)(=O)=O.CCOS(C)(=O)=O.CCOS(C)(=O)=O.CCOS(C)(=O)=O.COCCOCCOC.COCCOCCOC.COCCOCCOC", "species": ["O", "S", "O", "O", "C", "C", "C", "H", "H", "H", "H", "H", "H", "H", "H", "O", "S", "O", "O", "C", "C", "C", "H", "H", "H", "H", "H", "H", "H", "H", "O", "S", "O", "O", "C", "C", "C", "H", "H", "H", "H", "H", "H", "H", "H", "O", "S", "O", "O", "C", "C", "C", "H", "H", "H", "H", "H", "H", "H", "H", "C", "O", "C", "C", "O", "C", "C", "O", "C", "H", "H", "H", "H", "H", "H", "H", "H", "H", "H", "H", "H", "H", "H", "C", "O", "C", "C", "O", "C", "C", "O", "C", "H", "H", "H", "H", "H", "H", "H", "H", "H", "H", "H", "H", "H", "H", "C", "O", "C", "C", "O", "C", "C", "O", "C", "H", "H", "H", "H", "H", "H", "H", "H", "H", "H", "H", "H", "H", "H"], "coordinates": [[7.51632, -21.04466, -14.59169], [8.74701, -21.33647, -13.89220], [9.82027, -22.06040, -14.50157], [9.27267, -19.94901, -13.25973], [10.67045, -19.81992, -12.95178], [10.82528, -18.57729, -12.12246], [8.38297, -22.23538, -12.36072], [11.28533, -19.74427, -13.85176], [10.97506, -20.73292, -12.42960], [10.34714, -17.73368, -12.61933], [11.88175, -18.33212, -12.00899], [10.38466, -18.70876, -11.13427], [7.90702, -23.13861, -12.73395], [7.70711, -21.57547, -11.82458], [9.32409, -22.42138, -11.85547], [17.82391, -32.73013, -13.78484], [17.59447, -31.30404, -13.80245], [16.57349, -30.71072, -14.63648], [17.43327, -30.82604, -12.24932], [16.66780, -29.65654, -11.92382], [16.53298, -29.58845, -10.43042], [19.18262, -30.51436, -14.13398], [15.67815, -29.64657, -12.37833], [17.20384, -28.75026, -12.22548], [16.08221, -30.50875, -10.06029], [15.99321, -28.68062, -10.16056], [17.51163, -29.50038, -9.94935], [19.07621, -29.43019, -14.13379], [19.45014, -30.81822, -15.14428], [19.89501, -30.80567, -13.37009], [14.90516, -26.92743, -15.73287], [14.31749, -27.08421, -14.42821], [15.06727, -26.72220, -13.25063], [12.90875, -26.29681, -14.41949], [12.36263, -26.03350, -13.10843], [11.06372, -25.32379, -13.39382], [13.71135, -28.77148, -14.31098], [13.00425, -25.38129, -12.51680], [12.22404, -26.94132, -12.51422], [11.31704, -24.35796, -13.83911], [10.47840, -25.12616, -12.49787], [10.52688, -25.86056, -14.17646], [13.04343, -28.86377, -13.45973], [14.59134, -29.41199, -14.30619], [13.15548, -28.92012, -15.23601], [10.16216, -25.23986, -18.95136], [11.34929, -25.53173, -18.18549], [11.58168, -26.88977, -17.75182], [12.56856, -25.02021, -19.10639], [13.87925, -25.29388, -18.57543], [14.95447, -24.76774, -19.50317], [11.35030, -24.40861, -16.77993], [14.00240, -26.37567, -18.50350], [14.04189, -24.85211, -17.59097], [15.89418, -25.26175, -19.27001], [14.99494, -23.68336, -19.39464], [14.70905, -24.99014, -20.54363], [12.20944, -24.69669, -16.17562], [10.49075, -24.59471, -16.14334], [11.33455, -23.43466, -17.25730], [14.73953, -31.07789, -25.16364], [15.13565, -30.20342, -24.14679], [14.30995, -29.08123, -24.01468], [14.52734, -28.32956, -22.71710], [14.06506, -29.11568, -21.65491], [14.16197, -28.45921, -20.41375], [13.52089, -29.26661, -19.30790], [14.47432, -30.27886, -18.98461], [14.02258, -31.18724, -18.00382], [14.95470, -32.10454, -24.85797], [15.26144, -30.90981, -26.10822], [13.65856, -31.09285, -25.33755], [13.25550, -29.37988, -24.00104], [14.45815, -28.36225, -24.82911], [14.10480, -27.31566, -22.74566], [15.59663, -28.09181, -22.59234], [13.66756, -27.48476, -20.55535], [15.18468, -28.20786, -20.10285], [12.62863, -29.77775, -19.68777], [13.29354, -28.71334, -18.39365], [14.68867, -32.04388, -18.07137], [12.99576, -31.49748, -18.22426], [14.05744, -30.76636, -16.99403], [15.04402, -21.73163, -7.28903], [15.37190, -22.92368, -7.95042], [16.44426, -23.60556, -7.35072], [16.63795, -24.94708, -8.00037], [17.18189, -24.73214, -9.29147], [17.12439, -25.90657, -10.08802], [17.80528, -25.58898, -11.40586], [17.20504, -24.46045, -12.00071], [17.48139, -24.37075, -13.36770], [14.64571, -21.89090, -6.28051], [14.23681, -21.21391, -7.81007], [15.90676, -21.05940, -7.28949], [16.21393, -23.80183, -6.28711], [17.37790, -23.04584, -7.22733], [15.74735, -25.58269, -8.03372], [17.35050, -25.49162, -7.35824], [16.09924, -26.26073, -10.23521], [17.64547, -26.77067, -9.65059], [17.56340, -26.45534, -12.04327], [18.88427, -25.43050, -11.33548], [18.52867, -24.17114, -13.61542], [16.86119, -23.62878, -13.86963], [17.18818, -25.30042, -13.87283], [9.08125, -30.61957, -8.62465], [10.10620, -29.98890, -9.39740], [11.10127, -30.86727, -9.85003], [12.12096, -30.08804, -10.67243], [13.27664, -29.66923, -9.93358], [12.97898, -28.90954, -8.77587], [12.51084, -27.48194, -9.08450], [13.58461, -26.75215, -9.62698], [13.35546, -25.35504, -9.70105], [8.16751, -30.05083, -8.76649], [9.41809, -30.56940, -7.58634], [8.93992, -31.65851, -8.92492], [10.71720, -31.68885, -10.46889], [11.59797, -31.33904, -8.98951], [11.66540, -29.25770, -11.21711], [12.57233, -30.75212, -11.41227], [13.97916, -28.74769, -8.36207], [12.31368, -29.41176, -8.07531], [11.93307, -27.00837, -8.28168], [11.71112, -27.54066, -9.84452], [12.37181, -25.13463, -10.13920], [14.07818, -24.99125, -10.43156], [13.43758, -24.87587, -8.72465]], "lowdin_charge": [-0.268, 0.602, -0.297, -0.265, -0.278, -0.067, -0.104, 0.124, 0.114, 0.086, 0.084, 0.081, 0.070, 0.069, 0.058, -0.277, 0.633, -0.293, -0.255, -0.266, -0.064, -0.111, 0.099, 0.109, 0.087, 0.066, 0.083, 0.067, 0.071, 0.071, -0.269, 0.610, -0.276, -0.265, -0.262, -0.059, -0.085, 0.104, 0.110, 0.068, 0.080, 0.086, 0.054, 0.039, 0.070, -0.285, 0.606, -0.290, -0.240, -0.289, -0.057, -0.107, 0.088, 0.112, 0.085, 0.079, 0.076, 0.044, 0.061, 0.080, -0.123, -0.157, -0.221, -0.215, -0.105, -0.201, -0.178, -0.190, -0.103, 0.086, 0.085, 0.085, 0.127, 0.127, 0.125, 0.132, 0.116, 0.136, 0.133, 0.105, 0.090, 0.087, 0.073, -0.119, -0.173, -0.223, -0.196, -0.107, -0.191, -0.200, -0.167, -0.126, 0.088, 0.084, 0.091, 0.125, 0.132, 0.119, 0.130, 0.104, 0.124, 0.101, 0.133, 0.088, 0.089, 0.069, -0.078, -0.202, -0.225, -0.170, -0.146, -0.173, -0.209, -0.196, -0.097, 0.086, 0.089, 0.086, 0.127, 0.133, 0.111, 0.125, 0.129, 0.118, 0.132, 0.112, 0.083, 0.091, 0.088]}

{"formula": "C10H16", "method": "ωB97M-V/def2-TZVPD", "e_lumo_ha": 0.0380, "relative_energy_kj_mol": 45.1, "fmax_ev_per_a": 1.2, "gap_ev": 10.1, "charge": 0, "smiles": "Cc1ccccc1.CCC", "species": ["C", "C", "C", "C", "C", "C", "C", "H", "H", "H", "H", "H", "H", "H", "H", "C", "C", "C", "H", "H", "H", "H", "H", "H", "H", "H"], "coordinates": [[-0.62944, 2.23051, 0.10311], [-1.38881, 0.94912, -0.10082], [-1.38283, 0.32975, -1.34776], [-2.19588, 0.45494, 0.92212], [-2.06115, -0.87730, -1.47778], [-2.91450, -0.72029, 0.76211], [-2.80405, -1.41388, -0.44503], [-0.98555, 2.90429, 0.88848], [-0.59545, 2.84266, -0.79843], [-0.91931, 0.87148, -2.16097], [-2.18151, 0.93008, 1.89608], [-2.08225, -1.31316, -2.47203], [-3.50543, -1.13182, 1.56865], [-3.25042, -2.38934, -0.58839], [0.39137, 2.02151, 0.44457], [2.11943, -0.58335, 0.77714], [1.72017, -1.33722, -0.50799], [3.34749, 0.32053, 0.63267], [1.28044, 0.04279, 1.08509], [2.23720, -1.28974, 1.60240], [1.71409, -2.40921, -0.32408], [2.40130, -1.12938, -1.33731], [3.02432, 1.15120, -0.00181], [3.68446, 0.64762, 1.61643], [0.75212, -0.99999, -0.87506], [4.22418, -0.10178, 0.13861]], "lowdin_charge": [-0.054, -0.292, -0.072, -0.055, -0.102, -0.079, -0.096, 0.078, 0.078, 0.114, 0.110, 0.104, 0.100, 0.099, 0.065, -0.306, -0.097, -0.127, 0.071, 0.094, 0.066, 0.068, 0.066, 0.065, 0.035, 0.066]}